(1)
Density functional theory data (ωB97M-V/def2-TZVPD) for a cluster of 12 separate species, C24H72O24 in total at a distorted geometry.

The LUMO energy comes out at -0.04 eV. Its relative energy (zero: lowest compared OMol25 entry of this formula, charge and spin) is 57.75 kcal/mol. The value obtained for the HOMO-LUMO gap is 9.40 eV. As for the SMILES: OCCO.OCCO.OCCO.OCCO.OCCO.OCCO.OCCO.OCCO.OCCO.OCCO.OCCO.OCCO. The total energy is -75188.81814 eV. For the HOMO energy, the calculation gives -9.44 eV.

Atoms and positions in Å:
O 1.09389 -4.10030 -0.28083
C 1.00621 -4.88979 -1.45678
C 0.59636 -6.32274 -1.16082
O -0.74001 -6.37533 -0.66439
H 0.19536 -3.87273 0.00016
H 0.31982 -4.52079 -2.22875
H 1.99764 -4.87212 -1.91043
H 1.29427 -6.70947 -0.41474
H 0.60384 -6.89282 -2.08937
H -0.69241 -6.31439 0.29444
O 0.20270 -0.21247 -0.84583
C 1.01503 0.33986 0.19438
C 0.67900 -0.27922 1.54638
O -0.71118 -0.13651 1.91450
H -0.00023 -1.11912 -0.59046
H 2.04986 0.01486 0.03742
H 0.91346 1.42075 0.11899
H 1.32629 0.15900 2.30511
H 0.83665 -1.35873 1.49236
H -1.10324 -0.92728 1.52687
O 2.17946 1.30971 -3.11840
C 1.92153 0.85254 -4.42691
C 3.18226 0.67852 -5.24982
O 2.88845 0.17755 -6.54638
H 1.38605 1.68261 -2.71643
H 1.37151 -0.09670 -4.41362
H 1.28530 1.59650 -4.92791
H 3.87165 -0.03294 -4.78919
H 3.74440 1.61719 -5.28776
H 2.35999 0.85728 -6.98055
O -4.73054 5.73976 -0.24908
C -3.98894 4.56729 -0.05488
C -2.52967 4.76854 0.31786
O -1.60225 3.72939 -0.04366
H -4.20345 6.45376 -0.61692
H -4.45195 3.95943 0.72381
H -4.07110 3.92963 -0.94756
H -2.50551 4.74477 1.41033
H -2.07464 5.71216 0.00438
H -1.00421 3.60849 0.70273
O -1.66570 -0.73189 -3.91290
C -1.83101 0.58776 -3.46522
C -2.11344 1.60197 -4.53149
O -3.45791 1.66615 -4.96681
H -1.17230 -1.26956 -3.29192
H -2.51773 0.66160 -2.61044
H -0.91817 0.96421 -2.97657
H -1.45468 1.60605 -5.40825
H -1.80858 2.54847 -4.06393
H -3.71454 2.56224 -5.19075
O 5.50832 0.79467 0.76113
C 4.70066 1.09772 -0.39098
C 5.48222 1.70705 -1.53103
O 4.86110 1.55647 -2.79464
H 5.08278 1.16273 1.53717
H 4.35673 0.09786 -0.69406
H 3.85332 1.71555 -0.08762
H 6.50228 1.32144 -1.61423
H 5.62078 2.77704 -1.32397
H 4.05253 1.02762 -2.68763
O -0.07558 2.57372 2.91751
C -1.27725 3.12664 3.43381
C -1.09562 4.51460 4.00401
O -0.04635 4.55097 4.95727
H -0.33721 1.68225 2.64380
H -1.99323 3.17166 2.59626
H -1.83660 2.54138 4.17392
H -2.06189 4.74591 4.45209
H -0.83291 5.26352 3.24904
H 0.72971 4.15518 4.54721
O 0.88551 -2.14408 7.14088
C 0.05676 -1.02632 6.76063
C 0.29282 -0.72995 5.29154
O 0.04093 -1.82193 4.43921
H 0.53546 -2.88875 6.63935
H -0.97846 -1.31791 6.96680
H 0.35811 -0.21199 7.41463
H 1.32158 -0.36246 5.22481
H -0.27163 0.12997 4.89485
H -0.83684 -2.17298 4.66827
O -3.13104 -3.37913 6.82797
C -4.15867 -2.75760 6.05883
C -3.70480 -2.81799 4.63291
O -2.67660 -1.82115 4.45654
H -3.37575 -3.40155 7.75725
H -5.16373 -3.15122 6.22201
H -4.18472 -1.70405 6.36011
H -4.47586 -2.55141 3.90358
H -3.29629 -3.79723 4.36756
H -2.60601 -1.51096 3.54907
O 5.25361 -2.60818 -3.12246
C 4.00704 -3.29951 -2.98012
C 2.93965 -2.29133 -2.53921
O 3.11604 -2.04158 -1.15206
H 5.34716 -2.07950 -2.31916
H 3.77700 -3.70067 -3.96497
H 4.13107 -4.04333 -2.18850
H 1.93297 -2.64926 -2.77646
H 3.09407 -1.39610 -3.13740
H 2.71590 -2.78057 -0.67015
O -1.50319 -2.89047 1.22311
C -2.81063 -2.79436 0.65300
C -3.21550 -4.00856 -0.13892
O -3.27133 -5.11222 0.72962
H -1.60370 -3.56074 1.91334
H -3.58898 -2.69701 1.42207
H -2.86732 -1.88382 0.05765
H -2.52421 -4.18562 -0.97396
H -4.18199 -3.84414 -0.63016
H -3.36501 -5.97022 0.31132
O 0.19128 3.18446 -2.38626
C 0.34953 4.60771 -2.46518
C 0.80247 4.96115 -3.85548
O -0.06091 4.41990 -4.83127
H -0.46998 3.00740 -1.70161
H -0.61073 5.10893 -2.31894
H 1.08992 4.89357 -1.71644
H 1.84342 4.68259 -4.06555
H 0.88580 6.05529 -3.89572
H -0.48565 3.68771 -4.36595

Forces on the atoms, in the same order (eV/Å):
-0.45 0.19 -0.20
0.12 -0.57 -0.45
0.04 0.52 0.16
0.02 0.04 0.17
0.09 0.04 0.13
-0.12 0.45 0.32
0.05 -0.17 0.05
0.00 -0.36 -0.19
0.22 -0.15 0.10
-0.12 0.04 -0.01
-0.27 0.10 0.09
0.14 -1.15 0.03
-0.73 0.24 -0.34
0.57 0.41 -0.16
0.16 -0.08 -0.14
0.11 0.45 -0.26
0.01 0.04 0.26
-0.12 -0.09 0.21
0.55 0.02 0.06
-0.36 0.03 0.30
0.63 -0.41 0.16
-0.86 0.13 -0.24
0.67 0.05 0.34
-0.23 0.29 0.19
-0.05 0.14 -0.17
-0.01 -0.01 -0.02
-0.04 -0.11 -0.16
-0.14 -0.11 0.00
-0.13 0.07 -0.08
0.03 -0.15 -0.16
-0.29 0.35 0.55
0.34 -1.24 -1.19
1.04 0.03 1.50
-0.59 -0.31 -0.61
0.21 -0.18 -0.08
-0.23 0.35 0.14
0.28 0.12 -0.11
-0.07 0.67 0.03
-0.52 0.22 -0.28
-0.01 -0.11 -0.01
-0.43 -0.32 -0.77
1.06 0.35 1.15
0.07 1.31 -0.35
-0.40 -0.58 0.23
0.13 0.30 0.26
-0.62 -0.04 -0.49
0.25 -0.34 -0.37
0.15 -0.90 0.10
-0.53 0.02 0.30
0.23 0.09 -0.01
0.25 0.59 -0.19
0.11 -1.47 0.41
0.66 0.88 -0.11
-0.12 -0.31 0.38
0.06 0.04 0.04
-0.45 0.36 -0.35
-0.06 0.02 -0.27
-0.10 -0.41 0.37
-0.11 0.03 -0.12
0.03 0.48 -0.06
-0.34 -0.03 0.48
-1.07 0.31 -0.83
0.89 -0.27 -0.38
-0.43 -0.04 0.51
0.23 -0.16 -0.10
-0.09 0.24 0.13
0.80 -0.48 0.21
0.25 0.42 0.30
-0.42 -0.08 -0.31
-0.04 -0.08 -0.05
-0.32 0.30 -0.03
0.20 -1.09 0.04
-0.15 1.37 -0.15
0.57 -0.73 0.32
0.25 -0.08 0.01
-0.14 0.34 -0.10
-0.11 0.22 -0.16
0.21 -0.72 -0.37
-0.34 0.00 0.56
0.04 0.39 -0.16
-0.21 -0.43 -0.06
0.50 0.70 0.54
0.25 0.79 -1.23
0.15 -0.18 0.54
-0.04 0.07 -0.01
0.13 -0.47 -0.10
-0.22 0.07 -0.25
-0.42 -0.34 0.39
-0.16 -0.11 0.22
-0.10 -0.13 -0.07
-0.22 -0.15 0.12
0.30 1.22 -0.01
0.22 -0.97 -0.26
-0.19 0.42 -0.05
0.17 -0.02 -0.06
0.00 -0.35 0.09
-0.26 -0.43 -0.28
-0.08 -0.03 0.18
0.01 0.32 0.38
-0.07 0.13 -0.03
-0.48 -0.17 -0.04
-0.84 -0.02 0.05
0.14 -0.33 -1.41
0.16 0.09 1.12
0.45 0.05 0.03
0.30 0.15 0.29
0.20 -0.09 -0.21
0.23 -0.05 0.23
-0.10 0.23 0.26
0.06 0.20 -0.52
-0.49 0.00 0.05
0.28 -0.40 -0.09
1.20 0.54 -0.08
-0.17 0.28 0.27
-0.05 0.09 0.06
0.00 -0.10 0.36
-0.10 0.41 -0.02
-0.11 -0.60 0.22
-0.65 0.00 -0.28
0.05 -0.13 -0.33

=====

(2)
Density functional theory data (ωB97M-V/def2-TZVPD) for the molecule C3H3NOS at a distorted geometry.

The LUMO energy comes out at 0.55 eV. Its relative energy (zero: lowest compared OMol25 entry of this formula, charge and spin) is 21.96 kcal/mol. The value obtained for the HOMO-LUMO gap is 8.97 eV. As for the SMILES: O=C=N/C=C\S. The total energy is -17530.98830 eV. For the HOMO energy, the calculation gives -8.42 eV.

Atoms and positions in Å:
O 2.78762 0.55948 1.76556
C 1.94998 0.41335 0.99633
N 0.91641 0.28897 0.42370
C 0.40613 -0.16836 -0.73217
C -0.93466 -0.35492 -0.63609
S -1.84823 -0.00706 0.79741
H 1.22573 -0.42272 -1.48628
H -1.54130 -0.65929 -1.38712
H -2.96167 0.35055 0.25867

Forces on the atoms, in the same order (eV/Å):
2.11 0.35 1.05
-0.91 -0.10 0.36
0.77 0.77 0.85
-0.89 -1.09 -0.93
2.05 0.86 0.06
1.51 -0.17 1.65
-2.10 0.21 0.46
-1.27 -1.09 -2.54
-1.26 0.26 -0.96

=====

(3)
Density functional theory data (ωB97M-V/def2-TZVPD) for a cluster of 5 separate species, C25H45BNO7 in total at a distorted geometry.

The LUMO energy comes out at 2.46 eV. The value obtained for the HOMO-LUMO gap is 6.38 eV. As for the charge: -1. The total energy is -43153.74239 eV. For the HOMO energy, the calculation gives -3.92 eV.

Atoms and positions in Å:
C -1.94111 2.84462 -0.25728
C -0.80145 2.40243 -1.17498
O -0.39578 1.08027 -0.88938
C 0.98455 0.90778 -0.63037
O 1.84828 1.65764 -1.38576
B 3.17178 1.52568 -0.67306
O 2.83929 1.01796 0.71391
C 1.46928 0.92888 0.85673
C 0.89137 2.09114 1.62554
C 1.24430 3.39069 1.26968
C 0.64238 4.42312 1.97813
C -0.25314 4.09971 2.99230
N -0.57027 2.86842 3.36631
C 0.01070 1.87688 2.67708
H -1.83732 2.41637 0.73447
H -2.01047 3.92777 -0.20084
H -2.88901 2.50585 -0.66259
H -1.17262 2.46056 -2.20041
H 0.01919 3.10806 -1.08692
H 1.15870 -0.15015 -0.90665
H 3.86223 0.76138 -1.34333
H 3.76075 2.60183 -0.47743
H 1.07820 -0.01719 1.24547
H 1.94079 3.56773 0.46490
H 0.85131 5.45405 1.74015
H -0.73307 4.90900 3.52955
H -0.23310 0.86257 2.95693
C -4.84330 4.51685 -4.48315
C -3.33660 4.73850 -4.58455
C -2.93730 4.82215 -3.11755
O -3.85197 3.98725 -2.40298
C -4.93743 3.62308 -3.25309
H -5.28357 4.06290 -5.37041
H -5.35010 5.46744 -4.29888
H -2.86177 3.87438 -5.05436
H -3.05895 5.62780 -5.14884
H -3.03125 5.84580 -2.73699
H -1.92016 4.47854 -2.93447
H -4.82774 2.56653 -3.52302
H -5.87557 3.74502 -2.70917
C 8.18654 -0.70403 -0.53017
C 8.62706 -0.68565 -1.99072
C 7.37576 -1.20346 -2.68946
O 6.26850 -0.78220 -1.90604
C 6.72239 -0.28967 -0.64208
H 8.76395 -0.03932 0.11177
H 8.26440 -1.71847 -0.12963
H 8.83756 0.33944 -2.30484
H 9.50979 -1.29249 -2.19550
H 7.37712 -2.30060 -2.73674
H 7.26495 -0.81524 -3.70405
H 6.61661 0.79869 -0.62658
H 6.10353 -0.69827 0.15522
C -2.64567 -2.43965 3.63755
C -1.83280 -2.31201 4.92343
C -0.46700 -2.81415 4.47045
O -0.34750 -2.47785 3.09087
C -1.61849 -2.06141 2.58159
H -3.53040 -1.80444 3.61272
H -2.96224 -3.47524 3.49371
H -1.76949 -1.26353 5.22406
H -2.23596 -2.88223 5.76023
H -0.39499 -3.90452 4.57013
H 0.35808 -2.36145 5.02246
H -1.59106 -0.97826 2.42429
H -1.80079 -2.54571 1.62215
C -2.58479 -7.10634 0.13335
C -3.42612 -6.13763 -0.69369
C -4.10548 -5.31401 0.39231
O -3.19723 -5.27307 1.49288
C -2.14515 -6.21937 1.29061
H -1.74490 -7.53504 -0.41109
H -3.20859 -7.92556 0.49982
H -2.77619 -5.50117 -1.29745
H -4.13655 -6.62704 -1.35864
H -5.03673 -5.78620 0.72641
H -4.32912 -4.29515 0.07441
H -1.22881 -5.67249 1.04672
H -1.98023 -6.77454 2.21485

Forces on the atoms, in the same order (eV/Å):
-0.19 -0.41 -0.24
-0.48 0.57 0.45
0.15 0.50 -0.04
0.54 -1.81 -0.48
-0.38 0.90 0.82
0.51 0.19 -0.09
0.09 -0.46 0.09
-0.86 0.75 -1.00
0.34 -0.55 -0.13
-0.51 0.19 0.60
0.08 -0.53 -0.19
0.03 0.46 0.01
0.04 -0.32 -0.08
0.10 0.72 -0.19
0.21 0.14 0.19
0.09 0.16 0.10
-0.17 -0.11 0.04
0.16 -0.15 -0.24
0.27 -0.14 -0.06
-0.28 -0.10 0.00
0.12 -0.12 0.30
-0.12 0.16 -0.45
0.36 -0.10 0.55
0.16 -0.06 -0.06
-0.01 0.17 0.03
-0.10 0.02 0.15
-0.07 -0.15 0.13
-0.02 0.10 0.01
0.01 -0.10 -0.04
-0.03 0.09 0.08
-0.13 0.12 -0.22
0.09 -0.10 -0.01
0.01 -0.02 0.00
-0.01 -0.01 0.00
0.01 0.01 0.01
-0.01 0.02 0.01
0.03 0.02 -0.04
0.00 -0.03 0.06
-0.06 0.00 -0.03
0.02 0.00 0.04
-0.02 -0.10 0.01
0.05 0.08 -0.01
-0.08 -0.07 0.08
0.16 -0.09 0.01
0.05 0.14 -0.01
-0.01 0.02 -0.01
0.00 0.01 0.00
-0.01 0.00 -0.01
-0.01 -0.02 0.00
0.07 0.00 -0.05
-0.04 0.00 0.00
-0.07 -0.01 0.01
-0.12 -0.01 -0.08
-0.05 -0.20 0.05
0.01 0.15 -0.02
-0.01 -0.09 -0.05
-0.05 -0.05 0.03
0.01 0.20 0.00
0.02 0.04 0.00
-0.01 0.01 -0.04
0.03 -0.01 0.00
0.00 -0.03 -0.02
-0.01 0.00 0.07
0.03 0.01 -0.04
-0.04 -0.01 -0.06
0.07 -0.04 0.00
-0.10 -0.06 0.04
0.09 0.05 -0.05
-0.04 -0.05 0.05
-0.03 -0.05 0.01
0.10 0.11 -0.07
0.01 0.03 -0.01
0.01 0.00 0.01
-0.01 0.01 0.00
-0.01 -0.02 0.02
-0.02 0.00 -0.06
0.02 0.03 0.05
0.03 -0.04 0.01
-0.03 0.04 0.03